[1]
The ion C24H37N2 with charge +1 at a distorted geometry, computed with ωB97M-V with the def2-TZVPD basis set.

E_HOMO = -11.23 eV
SMILES = CN[N@@H+](C)[C@@H](C[C@@H](C)c1c(C)cc(C)cc1C)c1c(C)cc(C)cc1C
Energy relative to the best compared isomer or geometry (same formula, charge and spin) = 0.0 kJ/mol
F_max = 4.36 eV/Å
Total charge = +1
Gap between HOMO and LUMO = 8.89 eV

XYZ file:
```
63
C24H37N2, DFT ωB97M-V with the def2-TZVPD basis set
C 1.926 -1.874 0.386
N 0.986 -0.776 0.685
N 0.334 -0.133 -0.439
C 1.203 -0.303 -1.600
C -1.279 0.255 -0.324
C -1.450 1.751 -0.183
C -0.857 2.360 1.076
C -0.874 3.877 1.098
C -1.407 1.791 2.387
C -2.775 1.854 2.723
C -3.871 2.508 1.912
C -3.214 1.298 3.925
C -2.317 0.713 4.839
C -2.810 0.133 6.136
C -0.969 0.705 4.515
C -0.497 1.270 3.332
C 0.984 1.358 3.063
C -2.212 -0.391 -1.349
C -2.428 -1.776 -1.197
C -1.676 -2.534 -0.122
C -3.296 -2.507 -1.974
C -4.130 -1.895 -2.883
C -4.978 -2.726 -3.807
C -4.096 -0.509 -2.944
C -3.211 0.286 -2.193
C -3.488 1.765 -2.392
H 2.192 -2.392 1.326
H 1.526 -2.651 -0.324
H 2.893 -1.477 -0.025
H 0.260 -1.093 1.390
H 0.607 0.859 -0.140
H 1.216 -1.354 -1.957
H 0.929 0.407 -2.409
H 2.199 -0.040 -1.201
H -1.479 -0.218 0.717
H -2.526 1.948 -0.154
H -1.050 2.236 -1.096
H 0.194 2.056 0.992
H -0.242 4.231 1.914
H -0.478 4.289 0.164
H -1.866 4.308 1.265
H -3.593 3.446 1.414
H -4.309 1.851 1.141
H -4.720 2.767 2.571
H -4.252 1.287 4.180
H -2.010 -0.395 6.682
H -3.214 0.898 6.809
H -3.620 -0.575 5.952
H -0.201 0.248 5.192
H 1.527 1.076 3.966
H 1.316 0.663 2.281
H 1.308 2.364 2.787
H -1.746 -3.612 -0.338
H -0.615 -2.251 -0.140
H -2.069 -2.377 0.902
H -3.304 -3.573 -1.884
H -5.689 -2.126 -4.403
H -4.380 -3.322 -4.529
H -5.571 -3.465 -3.236
H -4.779 -0.018 -3.640
H -4.049 1.897 -3.322
H -4.146 2.192 -1.625
H -2.581 2.352 -2.498
```

[2]
A cluster of 3 separate species, C24H37N4OS2 in total at a distorted geometry, computed with ωB97M-V with the def2-TZVPD basis set.

E_HOMO = -10.96 eV
Energy relative to the best compared isomer or geometry (same formula, charge and spin) = 733.2 kJ/mol
F_max = 4.08 eV/Å
Total charge = +1
Gap between HOMO and LUMO = 7.53 eV

XYZ file:
```
68
C24H37N4OS2, DFT ωB97M-V with the def2-TZVPD basis set
C -2.633 0.488 4.532
C -3.010 0.519 3.090
C -3.581 1.813 2.258
C -4.780 2.628 3.060
O -5.756 3.284 2.162
C -5.136 3.706 0.895
C -4.447 2.447 0.044
C -3.118 3.009 -0.735
C -2.081 1.850 -1.263
C -0.722 1.755 -0.300
S -0.599 0.109 0.584
C 0.111 -1.240 -0.500
S 0.932 -2.530 0.311
N 0.022 -1.348 -2.004
C 0.833 -0.298 -2.728
C 2.216 0.155 -1.963
C -1.398 -1.457 -2.511
C -2.435 -2.202 -1.462
N -4.200 1.285 0.980
H -1.886 1.215 5.068
H -3.116 -0.389 5.178
H -2.841 -0.479 2.458
H -2.717 2.606 2.063
H -5.386 1.793 3.657
H -4.373 3.368 3.886
H -6.016 4.100 0.195
H -4.372 4.613 1.030
H -5.225 2.109 -0.765
H -3.516 3.564 -1.714
H -2.564 3.865 -0.115
H -1.657 2.072 -2.356
H -2.598 0.795 -1.302
H -0.901 2.575 0.548
H 0.242 2.094 -0.871
H 0.150 0.621 -3.061
H 1.179 -0.798 -3.755
H 2.951 0.642 -2.767
H 2.071 0.930 -1.098
H 2.812 -0.757 -1.493
H -1.815 -0.425 -2.930
H -1.353 -2.171 -3.468
H -2.101 -3.319 -1.233
H -2.675 -1.582 -0.499
H -3.468 -2.296 -2.051
H -3.692 0.474 0.557
H -5.161 0.913 1.248
N 3.352 -1.995 5.779
C 2.611 -2.245 4.678
C 2.954 -1.819 3.405
C 4.127 -1.088 3.250
C 4.911 -0.813 4.366
C 4.486 -1.285 5.597
H 1.703 -2.816 4.851
H 2.322 -2.051 2.555
H 4.429 -0.736 2.267
H 5.830 -0.245 4.278
H 5.065 -1.099 6.498
N 3.542 -1.730 -4.382
C 4.466 -1.056 -5.102
C 5.807 -1.400 -5.150
C 6.231 -2.500 -4.411
C 5.304 -3.213 -3.658
C 3.983 -2.794 -3.677
H 4.087 -0.204 -5.659
H 6.505 -0.824 -5.747
H 7.275 -2.799 -4.422
H 5.602 -4.074 -3.071
H 3.221 -3.320 -3.109
```

[3]
A structure of composition C24H38AlBBr2CaClF7Li2N3O10P2S at a distorted geometry, computed with ωB97M-V with the def2-TZVPD basis set.

E_HOMO = -8.17 eV
F_max = 4.03 eV/Å
Total charge = +1
Gap between HOMO and LUMO = 2.19 eV

XYZ file:
```
93
C24H38AlBBr2CaClF7Li2N3O10P2S, DFT ωB97M-V with the def2-TZVPD basis set
O 2.394 -3.746 5.198
S 2.441 -3.311 3.851
O 3.504 -3.923 3.099
F 1.069 -3.896 3.169
C 2.448 -1.625 3.760
C 2.189 -0.971 4.947
C 2.197 0.409 4.931
C 2.468 1.155 3.812
C 2.509 2.635 3.812
B 3.955 3.234 3.509
O 5.010 2.380 3.329
O 4.075 4.577 3.449
C 2.725 0.484 2.609
N 2.962 1.228 1.514
C 3.190 0.560 0.405
C 3.192 -0.824 0.347
N 2.943 -1.587 1.404
C 2.713 -0.931 2.537
H 1.994 -1.500 5.858
H 2.020 0.888 5.858
H 1.764 3.065 3.143
H 2.259 3.041 4.814
H 5.459 2.525 2.493
H 4.971 4.825 3.202
H 3.393 1.126 -0.486
H 3.389 -1.311 -0.590
C -2.118 -2.790 1.972
C -2.360 -3.317 3.387
C -1.504 -2.389 4.220
O -1.490 -1.132 3.533
C -2.024 -1.292 2.215
H -2.914 -3.051 1.276
H -1.171 -3.186 1.576
H -3.404 -3.185 3.675
H -2.105 -4.370 3.513
H -0.467 -2.746 4.305
H -1.909 -2.248 5.223
H -3.017 -0.837 2.202
H -1.392 -0.771 1.491
Ca 0.869 2.016 6.294
O -5.508 -1.441 2.803
P -5.700 -1.518 4.528
O -4.992 -2.736 4.998
O -7.163 -1.419 4.751
O -4.988 -0.140 4.783
Al -5.623 0.592 2.968
Cl -6.163 -2.582 1.807
C 0.695 -2.061 -3.877
C 1.184 -0.597 -3.998
C 0.543 0.022 -5.244
C -0.964 0.283 -5.160
C -1.456 0.551 -3.729
C -0.381 1.070 -2.775
N 0.759 0.104 -2.750
O 1.675 0.366 -1.955
C -1.001 1.111 -1.378
C 0.063 2.475 -3.171
C 2.689 -0.604 -4.187
H 1.157 -2.547 -3.001
H 0.977 -2.610 -4.789
H -0.396 -2.124 -3.767
H 1.064 0.955 -5.463
H 0.748 -0.629 -6.095
H -1.204 1.126 -5.805
H -1.508 -0.557 -5.568
H -2.283 1.256 -3.753
H -1.879 -0.367 -3.323
H -1.260 0.108 -1.037
H -1.913 1.702 -1.405
H -0.323 1.560 -0.650
H -0.795 3.145 -3.155
H 0.498 2.531 -4.169
H 0.798 2.845 -2.460
H 2.922 -1.157 -5.096
H 3.211 -1.082 -3.359
H 3.076 0.407 -4.297
Li 0.515 -4.378 -4.219
Br 1.519 4.167 0.235
C 0.903 5.451 -1.097
C 0.336 6.689 -0.456
Br -1.433 6.362 0.274
H 0.180 4.934 -1.715
H 1.781 5.696 -1.690
H 0.209 7.473 -1.199
H 0.952 7.055 0.358
F -4.322 -3.418 -6.522
P -3.728 -2.186 -5.599
F -5.212 -2.311 -4.917
F -2.292 -3.101 -5.699
F -3.933 -0.554 -5.337
F -3.181 -1.591 -7.053
F -3.181 -2.174 -3.996
Li 2.102 -5.359 2.557
```

[4]
A structure of composition C24H38AsN2O6S at a distorted geometry, computed with ωB97M-V with the def2-TZVPD basis set.

E_HOMO = -3.07 eV
F_max = 6.93 eV/Å
Total charge = -1
Gap between HOMO and LUMO = 5.10 eV

XYZ file:
```
72
C24H38AsN2O6S, DFT ωB97M-V with the def2-TZVPD basis set
C 1.491 -1.018 -0.750
C 1.789 -0.841 -2.387
C 1.798 0.777 -2.717
As 3.406 1.769 -2.004
C 2.296 2.988 -0.817
C 2.729 2.909 0.792
C 1.627 2.057 1.658
C 2.257 0.926 2.664
S 3.606 -0.140 1.910
C 3.571 -1.855 2.662
N 4.239 -2.967 1.882
N 4.048 -4.115 2.635
C 3.290 -3.743 3.903
O 2.952 -2.292 3.923
O 0.656 -1.415 -3.140
C 1.007 -2.747 -3.703
C 0.757 -3.854 -2.479
C -0.764 -3.813 -1.808
C -1.126 -4.830 -0.553
C 0.048 -5.839 0.000
C 1.562 -5.882 -0.707
C 1.933 -4.870 -1.956
H 1.700 0.032 -0.264
H 0.363 -1.336 -0.660
H 2.177 -1.881 -0.311
H 2.811 -1.378 -2.579
H 0.764 1.224 -2.349
H 1.784 0.868 -3.897
H 3.669 0.743 -0.872
H 4.328 0.922 -2.968
H 3.237 2.768 -3.217
H 4.695 2.542 -1.592
H 1.134 2.799 -0.886
H 2.472 4.113 -1.170
H 3.840 2.566 0.922
H 2.692 4.040 1.171
H 0.804 1.608 0.955
H 1.067 2.846 2.355
H 1.360 0.183 2.928
H 2.557 1.409 3.714
H 2.985 -4.536 4.717
H 0.185 -2.997 -4.522
H 2.106 -2.772 -4.124
H -1.596 -3.077 -2.176
H -2.204 -4.770 -0.076
H -0.199 -6.563 0.897
H 2.404 -6.611 -0.334
H 2.976 -4.811 -2.487
O -1.207 3.354 -0.367
C -1.707 3.773 0.664
O -1.056 3.843 1.862
C -1.971 4.276 2.868
C -3.071 4.987 2.125
C -3.123 4.239 0.817
H -2.336 3.397 3.410
H -1.459 4.939 3.572
H -4.022 4.991 2.665
H -2.781 6.029 1.941
H -3.782 3.369 0.872
H -3.414 4.894 -0.008
O -4.051 1.354 1.696
C -4.504 0.767 0.727
O -4.252 1.113 -0.570
C -5.027 0.284 -1.434
C -5.351 -0.944 -0.624
C -5.445 -0.398 0.779
H -5.926 0.834 -1.732
H -4.447 0.040 -2.329
H -6.259 -1.453 -0.957
H -4.521 -1.658 -0.685
H -6.451 -0.035 1.007
H -5.121 -1.134 1.518
```